1.
Formula: C8H9N
Source: the OMol25 dataset
Level of theory: the ωB97M-V functional and the def2-TZVPD basis

Last column: Mulliken charge in e.
CARTESIAN COORDINATES (ANGSTROEM)
1 C -1.191 -2.513 1.261  0.004
2 C -0.920 -1.589 0.557  -1.617
3 C 1.107 -0.470 -0.085  -0.085
4 C 2.361 -1.112 0.721  -0.346
5 C 3.104 -0.464 -0.179  -0.546
6 C -0.651 0.948 0.610  -1.644
7 C -1.028 -0.507 -1.550  -1.453
8 C -0.405 -0.435 -0.153  2.679
9 N 1.839 0.127 -0.917  -0.610
10 H -1.764 -3.116 1.868  0.486
11 H 2.471 -1.643 1.601  0.395
12 H 4.053 -0.092 -0.266  0.399
13 H -0.541 0.852 1.706  0.352
14 H 0.084 1.607 0.195  0.448
15 H -1.657 1.254 0.426  0.470
16 H -1.720 -1.289 -1.542  0.416
17 H -0.299 -0.652 -2.303  0.363
18 H -1.518 0.525 -1.714  0.288

## Properties
F_max = 4.10 eV Å⁻¹
Spin multiplicity = 1
Net charge = 0
Energy above the lowest of the compared OMol25 structures with the same formula, charge and spin = 574.1 kJ/mol
LUMO energy = 0.0113 Ha
Calculated total energy = -364.760641 Eh

2.
Formula: C8H9N2OS
Source: the OMol25 dataset
Level of theory: the ωB97M-V functional and the def2-TZVPD basis

Last column: Mulliken charge in e.
CARTESIAN COORDINATES (ANGSTROEM)
1 C 2.904 0.633 0.292  -0.584
2 C 2.631 -0.686 0.643  -0.512
3 C 1.871 1.470 -0.165  -0.832
4 C 1.387 -1.200 0.568  -0.390
5 C 0.560 0.914 -0.192  0.935
6 C 0.343 -0.414 0.190  0.031
7 C -2.131 -0.182 0.196  0.535
8 C -0.555 1.781 -0.653  -0.866
9 N -0.991 -0.853 -0.010  0.264
10 N -3.379 -0.792 0.224  -0.482
11 O -1.163 -2.129 -0.561  -0.411
12 S -2.022 1.521 0.463  -0.098
13 H 3.938 0.865 0.222  0.409
14 H 3.427 -1.375 0.824  0.407
15 H 1.930 2.575 -0.500  0.322
16 H 1.142 -2.251 0.740  0.448
17 H -0.454 2.754 -0.418  0.537
18 H -0.938 1.495 -1.644  0.340
19 H -3.502 -1.755 0.601  0.285
20 H -4.128 -0.242 0.660  0.295
21 H -0.871 -2.128 -1.480  0.366

## Properties
F_max = 4.45 eV Å⁻¹
Spin multiplicity = 1
Net charge = +1
Energy above the lowest of the compared OMol25 structures with the same formula, charge and spin = 30.5 kJ/mol
LUMO energy = -0.1466 Ha
Calculated total energy = -892.880857 Eh

3.
Formula: C8H9N3OS2
Source: the OMol25 dataset
Level of theory: the ωB97M-V functional and the def2-TZVPD basis

Last column: Mulliken charge in e.
CARTESIAN COORDINATES (ANGSTROEM)
1 C -2.743 0.269 1.619  -0.648
2 C -1.516 -0.407 1.119  -0.290
3 C -3.279 1.158 0.741  -0.510
4 C -1.178 -0.022 -0.104  -0.228
5 C 1.459 0.445 1.595  -0.105
6 C -0.060 -0.386 -0.912  -0.387
7 C 1.847 -0.198 0.249  0.183
8 C 1.775 0.720 -2.046  -1.001
9 N 1.592 -1.637 0.301  -0.668
10 N 1.035 0.381 -0.868  0.121
11 N 0.541 -1.833 -0.387  0.466
12 O 1.682 -0.078 2.660  -0.479
13 S -0.130 -3.222 -0.716  -0.278
14 S -2.387 1.159 -0.801  -0.157
15 H -3.029 -0.091 2.592  0.394
16 H -1.015 -1.182 1.598  0.538
17 H -4.211 1.669 0.875  0.432
18 H 0.898 1.400 1.305  0.306
19 H -0.299 -0.608 -1.921  0.775
20 H 2.927 -0.072 -0.020  0.522
21 H 2.489 1.521 -1.590  0.353
22 H 2.382 -0.170 -2.442  0.342
23 H 1.220 1.183 -2.848  0.318

## Properties
F_max = 3.66 eV Å⁻¹
Structure (SMILES) = CN1[C@@H](C=O)N=[N+]([S-])[C@H]1c1cccs1
Spin multiplicity = 1
Net charge = 0
Energy above the lowest of the compared OMol25 structures with the same formula, charge and spin = 301.6 kJ/mol
LUMO energy = -0.0059 Ha
Calculated total energy = -1345.984221 Eh

4.
Formula: C8H9N5
Source: the OMol25 dataset
Level of theory: the ωB97M-V functional and the def2-TZVPD basis

Last column: Mulliken charge in e.
CARTESIAN COORDINATES (ANGSTROEM)
1 C 2.785 -1.020 -0.236  -0.197
2 C 1.761 -1.533 0.517  -0.682
3 C 2.685 0.154 -0.978  -0.909
4 C 0.523 -0.947 0.536  0.066
5 C 1.441 0.690 -1.064  0.008
6 C -2.921 0.622 0.538  -0.031
7 C -2.561 -0.981 -0.936  0.177
8 C 0.341 0.185 -0.312  -0.046
9 N -3.969 -0.145 0.443  -0.448
10 N -3.760 -1.124 -0.452  -0.541
11 N -2.005 0.109 -0.345  0.530
12 N -0.044 2.092 1.524  -0.455
13 N -0.876 0.712 -0.718  -0.996
14 H 3.776 -1.492 -0.048  0.279
15 H 2.123 -2.329 1.081  0.415
16 H 3.462 0.564 -1.399  0.578
17 H -0.376 -1.320 1.016  0.448
18 H 1.262 1.609 -1.581  0.444
19 H -2.886 1.522 1.050  0.514
20 H -1.953 -1.489 -1.746  0.358
21 H 0.559 2.747 1.128  0.238
22 H 0.633 1.372 1.980  0.250

## Properties
F_max = 5.25 eV Å⁻¹
Spin multiplicity = 1
Net charge = 0
Energy above the lowest of the compared OMol25 structures with the same formula, charge and spin = 685.5 kJ/mol
LUMO energy (spin up / spin down) = -0.0716 / -0.0349 Ha
Calculated total energy = -583.814758 Eh

5.
Formula: C8H9N5P
Source: the OMol25 dataset
Level of theory: the ωB97M-V functional and the def2-TZVPD basis

Last column: Mulliken charge in e.
CARTESIAN COORDINATES (ANGSTROEM)
1 C 4.074 -0.291 0.090  0.080
2 C -3.424 -1.005 0.134  -0.695
3 C -2.474 -1.973 -0.204  -0.079
4 C -2.940 0.293 0.400  0.089
5 C -0.783 -0.471 0.005  0.492
6 C 1.662 -0.462 0.115  0.882
7 C 0.879 2.933 -0.589  -0.669
8 C 2.812 0.278 0.208  -0.630
9 N 4.982 -1.020 0.097  -0.474
10 N -1.213 -1.709 -0.173  -0.496
11 N -1.673 0.592 0.156  -0.266
12 N 0.425 0.190 0.172  -0.017
13 N 1.560 -1.776 -0.264  -0.376
14 P -0.085 1.819 0.248  0.282
15 H -4.460 -1.274 0.069  0.414
16 H -2.622 -2.981 -0.539  0.507
17 H -3.701 1.096 0.683  0.370
18 H 0.516 4.007 -0.378  0.281
19 H 1.333 2.738 -1.557  0.326
20 H 2.561 1.401 0.261  0.240
21 H 2.360 -2.378 -0.260  0.236
22 H 0.537 -2.132 -0.199  0.345
23 H -0.325 2.122 1.525  0.159

## Properties
F_max = 4.80 eV Å⁻¹
Spin multiplicity = 1
Net charge = +1
Energy above the lowest of the compared OMol25 structures with the same formula, charge and spin = 0.0 kJ/mol
LUMO energy = -0.1810 Ha
Calculated total energy = -925.019317 Eh

6.
Formula: C8H9NO
Source: the OMol25 dataset
Level of theory: the ωB97M-V functional and the def2-TZVPD basis

Last column: Mulliken charge in e.
CARTESIAN COORDINATES (ANGSTROEM)
1 C -2.431 1.375 -0.091  -0.583
2 C -1.103 1.869 -0.394  -0.315
3 C -2.341 0.041 -0.026  -0.636
4 C -0.307 0.809 -0.385  -0.431
5 C 1.243 -1.102 -0.500  -0.876
6 C -0.396 -1.569 -0.127  -0.482
7 C 2.137 0.976 0.616  -0.598
8 C 1.146 0.418 -0.303  1.260
9 N -1.059 -0.327 -0.230  0.211
10 O 2.252 1.160 -0.732  -0.548
11 H -3.302 1.913 -0.019  0.506
12 H -0.665 2.931 -0.480  0.338
13 H -3.111 -0.528 0.437  0.366
14 H 1.903 -1.830 0.042  0.379
15 H 1.404 -1.087 -1.561  0.314
16 H -0.597 -2.293 -0.923  0.288
17 H -0.444 -2.028 0.979  0.300
18 H 1.823 1.957 1.097  0.229
19 H 2.844 0.419 1.167  0.281

## Properties
F_max = 4.50 eV Å⁻¹
Structure (SMILES) = c1cc2n(c1)CC[C@]21CO1
Spin multiplicity = 1
Net charge = 0
Energy above the lowest of the compared OMol25 structures with the same formula, charge and spin = 329.6 kJ/mol
LUMO energy = 0.0324 Ha
Calculated total energy = -440.125779 Eh

7.
Formula: C8H9NO
Source: the OMol25 dataset
Level of theory: the ωB97M-V functional and the def2-TZVPD basis

Last column: Mulliken charge in e.
CARTESIAN COORDINATES (ANGSTROEM)
1 O -0.934 -0.749 -3.768  -0.628
2 H -1.504 -0.714 -2.966  0.347
3 H -1.451 -1.280 -4.415  0.317
4 C 0.494 -0.947 2.402  -0.815
5 C 1.726 -0.448 2.547  -0.421
6 C -1.445 0.107 -0.710  -0.807
7 C -0.570 1.138 -1.135  -0.294
8 C -1.203 -0.612 0.476  -0.544
9 C 0.558 1.421 -0.409  -0.839
10 C -0.009 -0.383 1.210  1.193
11 C 0.850 0.654 0.739  -0.028
12 N 1.898 0.641 1.630  -0.049
13 H -0.047 -1.755 2.894  0.391
14 H 2.498 -0.725 3.265  0.367
15 H -2.349 -0.012 -1.323  0.702
16 H -0.703 1.754 -2.033  0.307
17 H -1.797 -1.464 0.832  0.320
18 H 1.255 2.141 -0.859  0.278
19 H 2.733 1.233 1.623  0.202

## Properties
F_max = 3.20 eV Å⁻¹
Structure (SMILES) = c1ccc2[nH]ccc2c1.O
Spin multiplicity = 1
Net charge = 0
Energy above the lowest of the compared OMol25 structures with the same formula, charge and spin = 65.3 kJ/mol
LUMO energy = 0.0351 Ha
Calculated total energy = -440.226466 Eh

8.
Formula: C8H9NO
Source: the OMol25 dataset
Level of theory: the ωB97M-V functional and the def2-TZVPD basis

Last column: Mulliken charge in e.
CARTESIAN COORDINATES (ANGSTROEM)
1 C -1.307 0.761 -0.102  0.292
2 C -2.259 -0.332 -0.080  -0.667
3 C -1.968 -1.677 -0.055  -0.643
4 C -0.434 -1.969 -0.105  -1.265
5 C 0.379 -0.834 -0.070  0.169
6 C 2.346 0.346 0.160  -0.294
7 C 1.204 1.298 -0.220  -0.688
8 C -0.004 0.397 -0.191  0.631
9 H -2.628 2.372 0.403  0.361
10 H -3.087 0.019 0.207  0.453
11 H -2.759 -2.216 0.115  0.542
12 H -0.256 -2.816 -0.152  0.817
13 H 2.276 -1.967 0.150  0.311
14 H 3.594 0.679 -0.053  0.251
15 H 2.349 0.592 1.248  0.199
16 H 1.505 1.907 -1.328  0.208
17 H 1.002 2.323 0.428  0.271
18 N 1.828 -0.915 -0.260  -0.372
19 O -1.781 2.033 -0.097  -0.576

## Properties
F_max = 17.03 eV Å⁻¹
Structure (SMILES) = Oc1cccc2c1CCN2
Spin multiplicity = 1
Net charge = 0
Energy above the lowest of the compared OMol25 structures with the same formula, charge and spin = 627.6 kJ/mol
LUMO energy = 0.0218 Ha
Calculated total energy = -440.012304 Eh

9.
Formula: C8H9NO2
Source: the OMol25 dataset
Level of theory: the ωB97M-V functional and the def2-TZVPD basis

Last column: Mulliken charge in e.
CARTESIAN COORDINATES (ANGSTROEM)
1 C 1.459 -2.049 0.238  -0.375
2 C 2.227 -0.976 -0.081  -0.670
3 C 0.022 -1.793 0.309  0.613
4 C -1.285 1.396 1.277  -0.773
5 C -1.382 0.306 0.488  0.396
6 C 1.447 1.559 -0.836  -0.459
7 C 1.630 0.350 -0.087  0.887
8 C -2.367 -0.132 -0.581  -1.156
9 N -0.219 -0.478 0.428  -0.146
10 O -0.870 -2.604 0.285  -0.647
11 O 1.965 1.612 0.500  -0.388
12 H 1.946 -3.104 0.112  0.299
13 H 3.195 -1.067 -0.435  0.431
14 H -0.365 1.426 1.946  0.264
15 H -2.169 2.016 1.322  0.306
16 H 2.143 1.926 -1.588  0.304
17 H 0.342 1.995 -0.762  0.179
18 H -1.967 0.455 -1.382  0.235
19 H -3.362 0.286 -0.328  0.319
20 H -2.390 -1.124 -0.825  0.381

## Properties
F_max = 4.63 eV Å⁻¹
Spin multiplicity = 1
Net charge = 0
Energy above the lowest of the compared OMol25 structures with the same formula, charge and spin = 497.9 kJ/mol
LUMO energy = -0.0013 Ha
Calculated total energy = -515.289200 Eh

10.
Formula: C8H9NO2
Source: the OMol25 dataset
Level of theory: the ωB97M-V functional and the def2-TZVPD basis

Last column: Mulliken charge in e.
CARTESIAN COORDINATES (ANGSTROEM)
1 C 0.263 -0.911 -0.938  -0.421
2 C -0.491 -0.100 1.064  -0.748
3 C -0.824 -0.863 0.021  0.917
4 C 1.224 0.069 -0.844  -0.147
5 C 2.012 0.103 0.395  -0.680
6 C 0.703 0.804 0.974  -0.037
7 C 0.622 1.612 -0.399  -0.818
8 C -1.857 -1.994 0.160  -1.102
9 N -0.580 2.091 -1.044  1.070
10 O -0.491 3.221 -1.384  -0.678
11 O -1.451 1.341 -1.271  -0.574
12 H 0.542 -1.872 -1.337  0.382
13 H -0.955 -0.328 2.066  0.234
14 H 2.267 -0.896 0.622  0.433
15 H 2.922 0.897 0.368  0.225
16 H 0.784 1.434 1.846  0.540
17 H 1.384 2.280 -0.684  0.566
18 H -1.173 -2.782 -0.203  0.247
19 H -2.703 -2.058 -0.637  0.257
20 H -2.197 -2.050 1.226  0.335

## Properties
F_max = 4.49 eV Å⁻¹
Spin multiplicity = 1
Net charge = 0
Energy above the lowest of the compared OMol25 structures with the same formula, charge and spin = 814.2 kJ/mol
LUMO energy (spin up / spin down) = -0.0097 / -0.0124 Ha
Calculated total energy = -515.168733 Eh

11.
Formula: C8H9NO2
Source: the OMol25 dataset
Level of theory: the ωB97M-V functional and the def2-TZVPD basis

Last column: Mulliken charge in e.
CARTESIAN COORDINATES (ANGSTROEM)
1 C 2.346 0.706 -0.382  -0.732
2 C 2.478 -0.661 -0.050  -0.388
3 C 1.055 1.253 -0.299  -0.190
4 C 1.378 -1.469 0.367  -0.784
5 C 0.026 0.477 0.187  0.059
6 C 0.136 -0.918 0.463  0.170
7 C -1.442 0.914 0.094  0.460
8 C -2.192 -0.402 0.193  -0.254
9 N -1.083 -1.418 0.802  -0.385
10 O -1.880 1.785 1.167  -0.533
11 O -2.665 -1.030 -0.991  -0.522
12 H 3.028 1.246 -1.066  0.289
13 H 3.412 -1.139 0.068  0.401
14 H 0.901 2.218 -0.639  0.495
15 H 1.479 -2.555 0.477  0.344
16 H -1.639 1.481 -0.901  0.256
17 H -3.095 -0.321 0.983  0.301
18 H -1.333 -2.435 0.706  0.252
19 H -1.003 2.195 1.371  0.400
20 H -1.785 -1.360 -1.256  0.362

## Properties
F_max = 4.13 eV Å⁻¹
Structure (SMILES) = O[C@H]1Nc2ccccc2[C@@H]1O
Spin multiplicity = 1
Net charge = 0
Energy above the lowest of the compared OMol25 structures with the same formula, charge and spin = 135.7 kJ/mol
LUMO energy = 0.0268 Ha
Calculated total energy = -515.427139 Eh

12.
Formula: C8H9NO2
Source: the OMol25 dataset
Level of theory: the ωB97M-V functional and the def2-TZVPD basis

Last column: Mulliken charge in e.
CARTESIAN COORDINATES (ANGSTROEM)
1 C 0.115 -0.217 -2.949  -0.539
2 C 0.529 -0.994 -1.896  -0.753
3 C -0.847 0.769 -2.630  -0.260
4 C 0.263 -0.559 -0.588  0.554
5 C -0.628 0.431 -0.344  -0.118
6 C 0.836 -1.043 0.819  -0.816
7 C 0.346 0.123 1.753  -0.729
8 C -0.788 0.930 1.058  -0.053
9 N -1.221 1.132 -1.392  0.535
10 O -2.044 2.066 -1.162  -0.500
11 O -0.620 2.320 1.115  -0.539
12 H 0.546 -0.316 -3.943  0.378
13 H 1.194 -1.844 -1.884  0.440
14 H -1.219 1.439 -3.446  0.311
15 H 0.402 -1.998 0.925  0.347
16 H 1.879 -1.311 0.838  0.429
17 H -0.147 -0.357 2.562  0.271
18 H 1.187 0.649 2.159  0.336
19 H -1.630 0.546 1.599  0.333
20 H 0.301 2.435 0.899  0.375

## Properties
F_max = 6.39 eV Å⁻¹
Spin multiplicity = 3
Net charge = 0
Energy above the lowest of the compared OMol25 structures with the same formula, charge and spin = 201.6 kJ/mol
LUMO energy (spin up / spin down) = 0.0319 / -0.0694 Ha
Calculated total energy = -515.273971 Eh